(1)
DFT (wB97M-V/def2-TZVPD) results for a molecular structure, C16H19AuBrN7O2.

The calculation puts the HOMO-LUMO gap (spin up / spin down) at 9.16 / 5.84 eV. The total charge is +2. For the energy above the lowest of the compared OMol25 structures with the same formula, charge and spin, the calculation gives 0.0000 eV. The multiplicity is 3. The LUMO energy (spin up / spin down) comes out at -5.8 / -9.0 eV.

CARTESIAN COORDINATES (ANGSTROEM)
Au 0.0105 1.3333 -0.4640
Br -2.7683 3.0694 -0.4205
C -1.3812 3.9349 -1.3450
C -1.5770 5.1307 -2.0008
C -0.5143 5.7126 -2.6847
C 0.7298 5.0887 -2.7099
C 0.7845 3.9146 -2.0131
N -0.1692 3.3253 -1.3505
C 3.2239 2.3403 -1.8578
O 3.8155 2.9592 -2.6304
O 2.6550 1.6859 -1.0689
H -2.5476 5.6046 -1.9869
H -0.6484 6.6497 -3.2097
H 1.5774 5.4921 -3.2438
N 0.6251 1.2595 5.8002
C 0.4905 1.2457 4.4731
C 1.6074 1.0999 3.6177
C 1.4321 1.1074 2.2623
N 0.2180 1.2469 1.7052
C -0.8666 1.3519 2.4895
C -0.7770 1.3520 3.8537
H 1.5287 1.1701 6.2310
H -0.1712 1.3533 6.4065
H 2.6002 0.9814 4.0295
H 2.2730 0.9906 1.5914
H -1.8256 1.4314 1.9961
H -1.6766 1.4336 4.4478
C 0.1188 -5.0166 -2.5878
C -0.4741 -5.0006 -1.1830
C 0.5856 -4.7349 -0.1174
C -1.6648 -4.0279 -1.0771
N -1.2412 -2.6334 -1.1379
C -0.8472 -1.8199 -0.1616
N -0.4783 -0.6896 -0.7369
N -0.6583 -0.8322 -2.0648
N -1.1082 -1.9932 -2.3089
H 0.9281 -5.7440 -2.6364
H 0.5315 -4.0472 -2.8741
H -0.6282 -5.3012 -3.3288
H -0.9026 -5.9869 -0.9869
H 1.1054 -3.7874 -0.2853
H 1.3386 -5.5200 -0.1556
H 0.1565 -4.7338 0.8874
H -2.2056 -4.1753 -0.1435
H -2.3450 -4.1860 -1.9119
H -0.8596 -2.0347 0.8926

Atoms 1-2, force components in eV/Å:
-0.458 -0.013 0.254
0.017 0.140 -0.106


(2)
DFT (wB97M-V/def2-TZVPD) results for a molecular structure, C24H43Cl2F3N3O4ScSi at a distorted geometry.

The calculation puts the HOMO-LUMO gap at 6.70 eV. For the energy above the lowest of the compared OMol25 structures with the same formula, charge and spin, the calculation gives 0.0000 eV. The LUMO energy comes out at 0.2 eV.

CARTESIAN COORDINATES (ANGSTROEM)
C 3.1168 -2.3824 -2.7439
C 2.5758 -1.5845 -3.8917
H 3.0563 -3.4577 -2.9504
H 2.5613 -2.1715 -1.8221
H 4.1756 -2.1387 -2.5645
C 2.5900 -2.0343 -5.1592
C 3.0562 -3.3849 -5.5779
H 2.2882 -1.3761 -5.9753
H 2.6663 -4.1861 -4.9349
H 4.1532 -3.4709 -5.5876
H 2.6973 -3.5825 -6.5949
Sc 0.0971 -0.1060 2.9721
Cl 2.0787 0.1947 1.6717
C -0.3453 2.6685 1.7192
O -0.8994 1.6432 2.2290
N -1.0201 3.5723 1.0242
C -2.4686 3.4548 0.8681
C -0.3023 4.5994 0.2689
H 0.7368 2.8498 1.8198
H -2.9300 3.2097 1.8332
H -2.7343 2.6834 0.1269
H -2.8399 4.4179 0.5076
H 0.6006 4.8668 0.8305
H -0.9484 5.4733 0.1424
H -0.0083 4.2358 -0.7274
H -3.3178 2.0729 6.5167
H -1.5489 1.8447 8.4623
C -3.1728 0.9946 6.3584
C -1.4997 0.7819 8.1794
N -1.8235 0.6144 6.7638
H -3.3194 0.7460 5.3055
C -0.9408 0.1981 5.8704
O -1.1810 0.2381 4.6230
H -0.4898 0.4018 8.3606
H 0.0225 -0.1920 6.2330
H -3.8863 0.4478 6.9873
H -2.2263 0.2220 8.7841
H 0.3490 -5.2900 3.2431
H 0.2818 -3.2757 0.6244
C -0.7177 -5.1353 3.0234
C -0.5876 -3.9112 0.8384
N -0.9335 -3.9128 2.2593
H -1.2683 -5.0667 3.9660
C -1.2323 -2.7798 2.8658
O -1.0981 -1.6463 2.3008
H -1.4388 -3.5537 0.2430
H -1.5455 -2.8324 3.9139
H -1.0869 -5.9713 2.4272
H -0.3597 -4.9423 0.5687
O 0.9531 -0.5075 -2.5516
C 1.9728 -0.2308 -3.5198
C 0.3278 0.0889 -5.4114
C 1.4517 0.5490 -4.7209
H -0.1986 -0.7974 -5.0498
C -0.0747 0.7228 -6.5928
H 2.7729 0.3345 -3.0112
C 2.1356 1.6884 -5.1654
H -0.9614 0.3552 -7.1120
C 0.6732 1.7907 -7.0929
C 1.7732 2.2787 -6.3803
H 2.9744 2.0505 -4.5662
H 0.4071 2.2225 -8.0575
H 2.3601 3.1119 -6.7693
Si -0.4765 0.1913 -2.0389
Cl 1.1647 -1.8034 4.3702
C -1.9361 -0.5316 -2.9452
C -0.3201 2.0436 -2.2470
C -0.6606 -0.2842 -0.2658
H -1.9742 -0.2132 -3.9933
H -2.8491 -0.1829 -2.4386
H -1.9220 -1.6307 -2.9140
H -0.3052 -1.3023 -0.0721
H -1.6928 -0.1812 0.0992
H 0.0025 0.3885 0.2967
H -0.1207 2.2945 -3.2984
H 0.5230 2.4145 -1.6476
H -1.2361 2.5761 -1.9461
F 1.9097 1.3575 5.6602
C 1.4297 1.8443 4.4767
F 0.5058 2.8064 4.8162
F 2.4589 2.5081 3.8861

Atoms 1-2, force components in eV/Å:
-0.040 -0.165 0.263
-0.344 -0.030 -0.948


(3)
DFT (wB97M-V/def2-TZVPD) results for 4 unconnected molecules or ions with the total composition C33H74ClF3N6O19P5S at a distorted geometry.

The calculation puts the HOMO-LUMO gap at 6.99 eV. The total charge is +1. The LUMO energy comes out at -4.0 eV.

CARTESIAN COORDINATES (ANGSTROEM)
C 2.7469 1.4594 2.3199
C 1.2738 1.7689 2.6943
O 0.3862 0.6760 2.5085
C 0.1130 0.4684 1.1227
C 0.2397 -1.0219 0.7202
O -0.1264 -1.8010 1.8695
C 0.4320 -3.0704 1.8694
N -0.4312 -3.8895 2.7537
C -0.2863 -3.8313 4.0561
N -1.0182 -4.6084 4.9451
C -0.6864 -6.0523 5.0985
C -1.9335 -6.9776 5.1640
C -1.6564 -8.3894 4.6070
O -2.9060 -9.0554 4.4545
C -3.5339 -8.7071 3.2452
C -1.1091 -3.7709 6.1350
Cl -2.3879 -2.5398 5.6103
P -1.9011 -4.5117 7.7051
N -2.2434 -3.1652 8.7012
O -3.3710 -5.0700 7.1883
C 0.3180 -3.2006 6.2341
C 1.4136 -4.2595 6.7019
N 2.1596 -4.8126 5.5528
C 0.5672 -1.9789 7.1307
F 0.4859 -2.4279 8.3919
F 1.7842 -1.4568 6.9747
F -0.3239 -1.0032 7.0106
N 0.5645 -3.0442 4.7691
O 0.6074 -1.6719 4.4298
C 1.8034 -1.3865 3.9649
N 2.9160 -1.4017 3.6661
P -1.6370 -4.9025 2.0079
O -1.1109 -6.4190 1.9687
O -3.0014 -4.7787 2.8390
S -2.0090 -4.3531 0.1986
H 3.2979 1.2700 3.2449
H 2.8228 0.5861 1.6678
H 3.2392 2.3262 1.8673
H 1.2586 2.0381 3.7545
H 0.9461 2.6634 2.1464
H 0.7925 1.0948 0.5365
H -0.9216 0.7920 0.9507
H 1.2370 -1.2664 0.3419
H -0.5455 -1.1948 -0.0270
H 0.4305 -3.4776 0.8520
H 1.4772 -3.1005 2.2161
H -0.0833 -6.3408 4.2315
H -0.0875 -6.2761 5.9814
H -2.1405 -7.1088 6.2314
H -2.8178 -6.5059 4.7356
H -1.1297 -8.9754 5.3645
H -1.1055 -8.3821 3.6568
H -4.5727 -9.0446 3.2471
H -3.5482 -7.6183 3.0672
H -3.0407 -9.2324 2.4093
H -2.8209 -2.4905 8.1924
H -2.8165 -3.5202 9.4646
H -4.0955 -4.6169 7.6384
H 0.9602 -5.0586 7.2929
H 2.1483 -3.7915 7.3620
H 2.7177 -5.6021 5.8659
H 2.8531 -4.1031 5.3233
H -1.8782 -7.0166 1.9579
H -3.7113 -5.1579 2.2969
O -6.5442 -0.2338 -3.6355
P -6.6216 -1.0833 -2.4133
O -6.3516 -2.6089 -2.9577
C -5.3988 -2.9379 -3.9599
C -4.1200 -3.4533 -3.3220
O -8.2291 -1.1280 -2.1547
C -9.0775 -0.0696 -2.6072
C -9.8220 -0.4998 -3.8533
O -6.4273 -1.5766 -0.8464
C -5.1157 -1.6818 -0.2984
C -4.2625 -0.4525 -0.5354
H -5.1683 -2.0962 -4.6152
H -5.8545 -3.7155 -4.5752
H -3.6001 -2.6488 -2.7934
H -3.4427 -3.8527 -4.0783
H -4.3421 -4.2363 -2.5945
H -8.5115 0.8450 -2.7826
H -9.7892 0.1389 -1.8059
H -9.1299 -0.7872 -4.6450
H -10.4609 0.3041 -4.2222
H -10.4436 -1.3708 -3.6400
H -4.6312 -2.5794 -0.6930
H -5.2393 -1.8315 0.7759
H -4.0477 -0.3202 -1.6026
H -3.3108 -0.5372 -0.0084
H -4.7784 0.4459 -0.1923
O 2.7668 2.9005 -4.8647
P 2.8638 2.0260 -3.6641
O 3.0892 0.5197 -4.2797
C 3.9419 0.2991 -5.4023
C 5.2927 -0.2307 -4.9591
O 1.2916 1.9074 -3.2299
C 0.3609 2.9369 -3.5735
C -0.4962 2.4924 -4.7401
O 3.2559 1.5774 -2.1269
C 4.6315 1.5395 -1.7321
C 5.3963 2.7881 -2.1200
H 4.0714 1.2036 -5.9981
H 3.4472 -0.4409 -6.0338
H 5.8482 0.5378 -4.4145
H 5.8903 -0.5323 -5.8201
H 5.1748 -1.0868 -4.2931
H 0.8707 3.8748 -3.7938
H -0.2690 3.1096 -2.6976
H 0.1179 2.2407 -5.6049
H -1.2002 3.2752 -5.0270
H -1.0593 1.5953 -4.4760
H 5.1065 0.6434 -2.1412
H 4.6374 1.4342 -0.6458
H 5.4823 2.8764 -3.2099
H 6.4036 2.7685 -1.7046
H 4.8830 3.6816 -1.7602
O 4.3388 8.5661 -5.6580
P 3.8458 8.3492 -4.2685
O 5.2174 8.2312 -3.3701
C 6.3389 9.0758 -3.6164
C 6.3883 10.2152 -2.6154
O 3.3925 6.7838 -4.3324
C 3.0065 6.1785 -5.5703
C 4.1242 5.3041 -6.0898
O 2.8674 8.5103 -2.9485
C 2.7037 9.8033 -2.3575
C 2.4050 10.8830 -3.3771
H 6.3347 9.4703 -4.6333
H 7.2309 8.4557 -3.5092
H 5.5578 10.9075 -2.7783
H 7.3189 10.7757 -2.7141
H 6.3086 9.8391 -1.5945
H 2.7179 6.9292 -6.3061
H 2.1254 5.5651 -5.3699
H 5.0436 5.8758 -6.2288
H 3.8513 4.8465 -7.0423
H 4.3431 4.5159 -5.3755
H 3.5907 10.0500 -1.7677
H 1.8697 9.7233 -1.6592
H 3.2615 11.0460 -4.0423
H 2.1791 11.8282 -2.8836
H 1.5560 10.5983 -4.0008

Atoms 1-2, force components in eV/Å:
-0.198 0.271 0.505
0.825 0.539 0.119


(4)
DFT (wB97M-V/def2-TZVPD) results for a molecular structure, CHBr2NO at a distorted geometry.

The calculation puts the HOMO-LUMO gap (spin up / spin down) at 8.38 / 8.38 eV. For the energy above the lowest of the compared OMol25 structures with the same formula, charge and spin, the calculation gives 2.7075 eV. The LUMO energy (spin up / spin down) comes out at -1.8 / -1.8 eV.

CARTESIAN COORDINATES (ANGSTROEM)
C -0.0808 -0.1242 -0.2814
N 0.1424 -0.0945 1.0873
O 1.2442 0.2610 1.5370
Br -1.0390 1.5809 -0.8187
Br -1.2723 -1.6026 -0.7265
H 1.0055 -0.0206 -0.7977

Atoms 1-2, force components in eV/Å:
2.393 1.479 -3.763
1.191 0.636 4.972


(5)
DFT (wB97M-V/def2-TZVPD) results for a molecular structure, ClMg at a distorted geometry.

The calculation puts the HOMO-LUMO gap at 9.40 eV. The total charge is +1. For the energy above the lowest of the compared OMol25 structures with the same formula, charge and spin, the calculation gives 1.1125 eV. The LUMO energy comes out at -7.7 eV.

CARTESIAN COORDINATES (ANGSTROEM)
Mg 0.5154 0.6149 -0.4212
Cl -0.5154 -0.6149 0.4212

Force components x, y, z for each atom (eV/Å):
5.280 6.299 -4.315
-5.280 -6.299 4.315


(6)
DFT (wB97M-V/def2-TZVPD) results for a single C4H7FS2 molecule at a distorted geometry.

The calculation puts the HOMO-LUMO gap at 8.57 eV. As for the structure (SMILES): CSC(=S)CCF. For the energy above the lowest of the compared OMol25 structures with the same formula, charge and spin, the calculation gives 0.1168 eV. The LUMO energy comes out at 0.0 eV.

CARTESIAN COORDINATES (ANGSTROEM)
C 0.4061 -1.8908 1.9784
S -0.5466 -0.4103 1.5094
C -0.3305 -0.2256 -0.2260
S 0.3960 -1.2986 -1.1902
C -0.9293 1.0363 -0.7716
C -0.1114 2.2969 -0.5987
F 1.0910 2.0764 -1.2196
H 0.0910 -2.1522 3.0336
H 0.3311 -2.7248 1.2839
H 1.5070 -1.5368 2.0347
H -1.9265 1.1551 -0.3240
H -1.0798 0.9330 -1.8729
H 0.0801 2.5047 0.4548
H -0.6205 3.1753 -1.0342

Atoms 1-2, force components in eV/Å:
1.715 1.091 1.117
-0.075 -0.179 -0.255